No. 1
{"formula": "CH4Br2N3O", "method": "ωB97M-V/def2-TZVPD", "e_lumo_ev": -5.3, "orbital_gap_ev": 9.041, "smiles": "N/[N+](Br)=C(\\O)NBr", "relative_energy_kcal_mol": 0.0, "charge": 1, "species": ["C", "N", "N", "N", "O", "Br", "Br", "H", "H", "H", "H"], "xyz": [[-0.2030, -0.1342, 0.6446], [-1.5599, -0.2830, 0.9667], [0.1659, 0.1513, -0.6615], [1.4280, 0.5765, -1.0180], [0.7001, -0.2113, 1.5472], [-2.4068, -1.1844, 2.3336], [-1.0843, -0.1402, -2.1432], [-2.0284, -0.1939, 0.0823], [1.5379, 0.1821, 1.3381], [1.8543, -0.1693, -1.4479], [1.5962, 1.4064, -1.6421]], "atomic_forces_ev_per_a": [[-1.8573, 0.2521, -0.9198], [3.8077, 0.5366, -1.6996], [-1.7235, 0.3979, -0.3118], [-0.2774, 1.5385, 1.2618], [-1.2925, -0.4514, 1.2233], [0.5403, 0.1476, -0.1700], [0.6738, 0.1904, 1.2054], [-1.1817, -0.2139, 0.0712], [1.1151, 0.3952, -0.7264], [1.5670, -2.1412, -1.1212], [-1.3715, -0.6517, 1.1870]], "mulliken_charge": [0.884, -0.314, 0.088, -0.669, -0.375, 0.158, 0.048, 0.223, 0.379, 0.263, 0.314]}

No. 2
{"formula": "CH4BrN", "method": "ωB97M-V/def2-TZVPD", "e_lumo_ev": 0.6, "orbital_gap_ev": 10.074, "smiles": "CNBr", "relative_energy_kcal_mol": 5.6, "charge": 0, "species": ["C", "N", "Br", "H", "H", "H", "H"], "xyz": [[0.2196, -0.2241, -0.0670], [-0.7077, 0.7160, -0.9421], [-1.8710, -0.3435, -1.9572], [0.7711, 0.4809, 0.5022], [-0.4512, -0.7215, 0.6841], [0.7266, -0.6517, -0.8686], [-1.3175, 1.0118, -0.1856]], "atomic_forces_ev_per_a": [[-3.5928, 2.2183, -0.2678], [0.7849, -0.6872, 2.0983], [-0.1735, -0.2838, -0.2338], [1.0633, 0.5541, 0.2817], [1.0121, -0.6328, -1.1916], [1.3235, -1.8755, -0.2732], [-0.4173, 0.7069, -0.4136]], "mulliken_charge": [-0.728, -0.444, -0.059, 0.286, 0.297, 0.351, 0.296]}

No. 3
{"formula": "CH4BrN2", "method": "ωB97M-V/def2-TZVPD", "spin_multiplicity": 3, "e_lumo_ev": [-4.2, -8.3], "orbital_gap_ev": [7.166, 7.533], "relative_energy_kcal_mol": 13.9, "charge": 1, "species": ["C", "N", "N", "Br", "H", "H", "H", "H"], "xyz": [[0.4794, -0.2558, -0.0318], [-0.7719, -0.7972, -0.0079], [0.7510, 1.0057, 0.1402], [-2.4185, 0.0137, -0.1263], [1.3244, -1.0707, -0.2250], [-0.8943, -2.0423, -0.1804], [1.5947, 1.5365, 0.1145], [-0.0649, 1.6101, 0.3167]], "atomic_forces_ev_per_a": [[2.1331, -3.2738, -0.6076], [4.8683, -6.3520, 0.1030], [-2.6951, 0.4546, 0.3530], [-5.4823, 3.0334, -0.5411], [-1.4745, 2.3395, 0.2782], [1.1309, 4.6335, 0.6812], [1.0696, -0.5555, -0.2279], [0.4501, -0.2797, -0.0388]], "mulliken_charge": [0.342, -0.351, -0.244, 0.140, 0.276, 0.372, 0.258, 0.205]}

No. 4
{"formula": "CH4BrOP", "method": "ωB97M-V/def2-TZVPD", "e_lumo_ev": [-2.4, -2.4], "orbital_gap_ev": [5.967, 5.963], "relative_energy_kcal_mol": 59.5, "charge": 0, "species": ["C", "O", "P", "Br", "H", "H", "H", "H"], "xyz": [[-0.4436, -0.2819, 0.3071], [0.0797, -1.5123, 0.6332], [0.3269, 0.1721, -1.3012], [-2.8265, 0.9659, -1.4450], [-1.3195, 0.2504, 0.7380], [-0.4231, -1.8608, 1.3465], [-0.1027, 1.4734, -1.4500], [1.4793, 0.5342, -0.7689]], "atomic_forces_ev_per_a": [[1.4853, -1.8145, -1.9378], [-1.4618, 3.6685, -0.9568], [-2.3183, -0.3350, -0.4777], [0.4278, -0.4988, 0.5600], [0.4286, -0.7685, 0.2071], [-0.6995, -0.8594, 1.4362], [-0.3926, 0.4336, -0.0218], [2.5305, 0.1741, 1.1909]], "mulliken_charge": [0.058, -0.341, 0.056, -0.639, 0.376, 0.352, 0.095, 0.043]}

No. 5
{"formula": "CH4Cl2N2", "method": "ωB97M-V/def2-TZVPD", "e_lumo_ev": 0.4, "orbital_gap_ev": 10.122, "smiles": "C#N.NCl.Cl", "relative_energy_kcal_mol": 5.3, "charge": 0, "species": ["C", "N", "N", "Cl", "Cl", "H", "H", "H", "H"], "xyz": [[-1.0845, 2.6360, -0.1922], [1.1874, -0.7286, -0.0136], [-0.2740, 1.8666, -0.3803], [2.9175, -0.4017, 0.1951], [-1.8470, -3.2826, 0.8775], [-1.8639, 3.3407, -0.0100], [0.6395, 0.0078, 0.4129], [0.9995, -0.6392, -0.9428], [-0.6745, -2.7989, 0.0534]], "atomic_forces_ev_per_a": [[-1.0300, 0.8793, 0.2375], [0.9262, -0.9019, 3.1343], [0.8725, -0.7838, -0.2360], [-1.2317, 0.0066, -0.1340], [3.1093, 1.2935, -2.2446], [0.0129, 0.0589, -0.0092], [0.5300, 0.2852, 0.2968], [-0.2016, 0.3623, -3.3480], [-2.9876, -1.2000, 2.3030]], "mulliken_charge": [-0.002, -0.473, -0.338, -0.111, -0.308, 0.296, 0.354, 0.291, 0.292]}

No. 6
{"formula": "CH4Cl2O2P", "method": "ωB97M-V/def2-TZVPD", "e_lumo_ev": -5.3, "orbital_gap_ev": 10.596, "relative_energy_kcal_mol": 17.4, "charge": 1, "species": ["C", "O", "O", "P", "Cl", "Cl", "H", "H", "H", "H"], "xyz": [[-1.5129, -0.0351, -0.6140], [0.8320, -0.1224, 1.5217], [-0.2326, 0.6185, -0.8501], [1.2252, -0.0545, 0.0134], [2.6703, 1.2286, -0.4390], [1.6582, -1.9563, -0.4239], [-1.6673, -1.0496, -0.9382], [-2.2821, 0.7952, -0.9328], [-1.8083, 0.0581, 0.4372], [1.1175, 0.5175, 2.2257]], "atomic_forces_ev_per_a": [[-2.0679, 3.1902, 1.2654], [0.6993, 0.6292, 0.2752], [4.1376, -2.5604, 1.9155], [-3.7305, 1.3922, -1.7475], [-0.9739, -0.9618, 0.2932], [-0.3132, 1.4674, -0.0315], [0.2730, -0.0466, -0.7408], [1.4807, -1.9850, -0.5967], [0.7518, -0.5996, 0.3080], [-0.2569, -0.5257, -0.9407]], "mulliken_charge": [-0.685, -0.417, -0.258, 1.060, -0.022, -0.031, 0.349, 0.283, 0.326, 0.395]}

No. 7
{"formula": "CH4Cl2O2P", "method": "ωB97M-V/def2-TZVPD", "e_lumo_ev": -6.0, "orbital_gap_ev": 10.151, "relative_energy_kcal_mol": 58.7, "charge": 1, "species": ["C", "O", "O", "P", "Cl", "Cl", "H", "H", "H", "H"], "xyz": [[1.2057, -0.4211, 1.1579], [-0.2291, 0.3890, -2.3592], [0.1002, 0.2919, 0.6226], [-1.0463, 0.1673, -0.3933], [-2.2192, 1.6916, -0.0822], [-1.7783, -1.6193, -0.4196], [1.8698, 0.1145, 1.8402], [1.7159, -0.8305, 0.4248], [0.6803, -1.1776, 1.8627], [-0.2990, 1.3940, -2.6539]], "atomic_forces_ev_per_a": [[-2.8789, -1.2190, 5.4211], [-2.0968, 1.7468, 3.7410], [-1.5367, 1.8505, -0.9854], [3.5942, 1.2299, -3.8212], [-0.0060, -0.6239, -0.0766], [-0.2374, 0.2288, -0.1170], [-0.5720, 0.9451, -0.5451], [2.4358, -2.1687, -3.4875], [1.2827, 0.7152, -1.3453], [0.0152, -2.7048, 1.2160]], "mulliken_charge": [-0.571, -0.540, -0.155, 1.034, 0.000, -0.009, 0.266, 0.335, 0.286, 0.353]}

No. 8
{"formula": "CH4Cl2OSi", "method": "ωB97M-V/def2-TZVPD", "e_lumo_ev": -1.2, "orbital_gap_ev": 8.119, "relative_energy_kcal_mol": 97.8, "charge": 0, "species": ["C", "O", "Si", "Cl", "Cl", "H", "H", "H", "H"], "xyz": [[1.2357, 0.1488, -0.3637], [0.3705, -0.9781, -0.1755], [-1.0557, -0.7286, 0.5241], [-2.4484, -1.8747, -0.2299], [-1.4906, 2.1909, -0.5955], [0.5833, 0.8743, -0.8872], [2.1550, -0.0489, -0.8531], [1.3593, 0.7056, 0.6922], [-0.7090, -0.2892, 1.8885]], "atomic_forces_ev_per_a": [[-1.9145, 3.0013, 2.6637], [-0.2946, -0.6760, -0.3056], [1.6886, 2.3847, -0.7345], [-0.6041, -0.2889, 0.1896], [0.1188, -2.0828, 0.8186], [1.0120, -0.0940, -0.2620], [0.6242, -0.6839, -0.2245], [0.3283, -1.3541, -2.1587], [-0.9587, -0.2065, 0.0135]], "mulliken_charge": [-0.497, -0.154, 0.551, -0.067, -0.586, 0.239, 0.258, 0.242, 0.014]}

No. 9
{"formula": "CH4ClFOP", "method": "ωB97M-V/def2-TZVPD", "e_lumo_ev": [-8.6, -8.2], "orbital_gap_ev": [7.872, 7.683], "relative_energy_kcal_mol": 102.8, "charge": 1, "species": ["C", "O", "F", "P", "Cl", "H", "H", "H", "H"], "xyz": [[-0.3314, 0.4013, 0.4270], [0.9802, -0.8495, -1.4448], [1.0992, -2.0224, 0.8532], [1.1378, -0.5837, 0.0912], [4.2565, 0.4072, 0.0759], [-0.2379, 1.2364, 1.0989], [-1.0639, -0.3080, 0.6166], [-0.6831, 0.7161, -0.5083], [1.6851, -0.7733, -2.0556]], "atomic_forces_ev_per_a": [[1.2956, 0.2470, 0.2508], [-1.0438, -0.1312, 1.8997], [-0.0367, 2.8916, -1.4183], [0.1418, -2.0594, 0.1928], [-0.6822, -0.2055, 0.0051], [0.0847, -0.1008, 0.5493], [-1.5131, -1.5257, 1.4977], [0.1657, 0.9741, -1.7240], [1.5880, -0.0902, -1.2532]], "mulliken_charge": [-0.764, -0.375, -0.185, 0.851, 0.021, 0.347, 0.345, 0.342, 0.417]}

No. 10
{"formula": "CH4ClN2", "method": "ωB97M-V/def2-TZVPD", "spin_multiplicity": 3, "e_lumo_ev": [-3.9, -9.7], "orbital_gap_ev": [7.934, 6.248], "relative_energy_kcal_mol": 5.4, "charge": 1, "species": ["C", "N", "N", "Cl", "H", "H", "H", "H"], "xyz": [[0.5184, -0.0727, -0.0910], [-0.1070, -1.2465, -0.1009], [-0.4230, 1.2382, -0.1926], [2.1341, 0.1763, 0.0100], [-1.1181, -1.0574, -0.1090], [0.2401, -2.2368, 0.0681], [-1.3010, 1.1372, 0.1643], [0.0566, 2.0617, 0.2511]], "atomic_forces_ev_per_a": [[0.1908, 4.0606, -0.6839], [-3.0322, -2.2069, -0.0480], [5.7766, -2.1052, 1.0083], [0.9132, 0.3079, 0.0880], [0.4815, -1.3644, -0.1464], [-0.2981, 2.1267, -0.0176], [-3.6741, -0.3266, 0.8406], [-0.3577, -0.4922, -1.0409]], "mulliken_charge": [0.492, -0.329, -0.215, -0.108, 0.217, 0.292, 0.306, 0.345]}

No. 11
{"formula": "CH4ClN2O", "method": "ωB97M-V/def2-TZVPD", "e_lumo_ev": -4.7, "orbital_gap_ev": 10.876, "smiles": "[NH2+]=C(Cl)NO", "relative_energy_kcal_mol": 16.2, "charge": 1, "species": ["C", "N", "N", "O", "Cl", "H", "H", "H", "H"], "xyz": [[0.7105, -0.0418, -0.1193], [-0.1451, 1.0155, -0.1856], [0.1805, -1.3217, -0.0225], [-1.3675, 0.6571, 0.2565], [2.3418, 0.0478, -0.0747], [0.2622, 1.8950, 0.2298], [-0.7532, -1.4578, -0.0170], [0.9022, -2.0752, -0.1207], [-2.1315, 1.2812, 0.0535]], "atomic_forces_ev_per_a": [[-3.7374, -3.0443, 0.2616], [2.8311, 0.6587, 0.6613], [6.3473, 2.9306, -0.6379], [-2.5809, -0.0304, 0.6958], [1.0673, 0.8371, -0.2432], [-0.6858, -0.9182, -0.6492], [-3.6079, -0.6832, -0.0008], [-1.4939, 0.8001, 0.2468], [1.8601, -0.5503, -0.3345]], "mulliken_charge": [0.607, -0.025, -0.323, -0.433, -0.044, 0.344, 0.229, 0.255, 0.390]}

No. 12
{"formula": "CH4ClN2O", "method": "ωB97M-V/def2-TZVPD", "e_lumo_ev": -6.2, "orbital_gap_ev": 10.195, "smiles": "NC(=[NH2+])OCl", "relative_energy_kcal_mol": 57.0, "charge": 1, "species": ["C", "N", "N", "O", "Cl", "H", "H", "H", "H"], "xyz": [[-0.2169, -0.3134, -0.0179], [0.1181, 1.3718, 0.2847], [0.8250, -1.0445, 0.1553], [-1.4499, -0.7226, 0.0275], [-2.8207, 0.3386, 0.0235], [1.1531, 1.4930, 0.2545], [-0.1598, 1.7566, -0.6849], [1.7755, -0.8651, -0.0980], [0.7755, -2.0145, 0.0551]], "atomic_forces_ev_per_a": [[0.2794, 6.9264, 2.3287], [-1.3080, -3.7033, -3.6323], [-0.0675, -1.1871, -0.7671], [1.0438, -0.3401, -0.3812], [1.1604, -0.2432, -0.0102], [-0.6740, -0.5870, 0.2058], [0.1594, -0.2452, 1.8987], [0.4229, 1.6412, 0.0634], [-1.0163, -2.2615, 0.2942]], "mulliken_charge": [0.649, -0.522, -0.252, -0.251, 0.213, 0.276, 0.329, 0.275, 0.283]}

- What is the formula in the first record?
  CH4Br2N3O